Below is a structure of composition C34H36IN3O7PS2Ta, with properties calculated with ωB97M-V with the def2-TZVPD basis set.

Values from the calculation:
* total charge: +4
* molar mass: 1001.64 g mol⁻¹
* spin multiplicity: 1
* HOMO-LUMO gap: 0.22798 Eh
* F_max: 1.3 eV/Å

Last column: Mulliken charge in e.
Geometry (Å):
Ta  -0.065  0.337  1.203  1.60
O  5.753  -2.370  -1.766  -0.50
C  4.589  -3.143  -1.805  -0.46
C  3.489  -2.369  -1.150  -0.32
C  2.188  -2.865  -1.059  -1.29
C  1.218  -2.114  -0.446  -0.95
N  1.444  -0.888  0.091  0.70
C  2.718  -0.420  0.033  0.72
C  3.737  -1.124  -0.580  -0.70
C  2.961  0.848  0.740  0.64
C  4.156  1.538  0.655  -0.73
C  4.336  2.716  1.376  -0.05
C  5.630  3.461  1.311  -0.54
O  6.462  2.819  0.387  -0.50
C  3.268  3.162  2.155  -1.25
C  2.106  2.433  2.195  -0.48
N  1.935  1.278  1.512  0.33
H  6.489  -2.841  -2.177  0.35
H  4.699  -4.096  -1.268  0.39
H  4.275  -3.380  -2.830  0.38
H  1.926  -3.837  -1.458  0.63
H  0.212  -2.506  -0.365  0.83
H  4.745  -0.740  -0.605  0.77
H  4.967  1.185  0.036  0.74
H  6.057  3.477  2.323  0.39
H  5.418  4.502  1.031  0.37
H  7.334  3.233  0.371  0.35
H  3.340  4.073  2.736  0.54
H  1.272  2.764  2.796  0.73
O  -1.484  1.771  1.474  -0.45
S  -2.534  0.938  2.256  1.47
O  -2.916  1.457  3.509  -0.60
O  -1.703  -0.345  2.267  -0.44
C  -3.835  0.581  1.170  0.54
C  -5.119  0.925  1.565  -0.53
C  -6.193  0.504  0.789  -0.82
C  -5.960  -0.282  -0.327  -0.85
C  -4.660  -0.628  -0.698  -0.61
C  -3.562  -0.180  0.025  -0.43
P  -1.905  -0.722  -0.557  1.37
C  -2.087  -2.519  -0.595  0.02
C  -2.266  -3.200  0.614  -0.40
C  -2.442  -4.573  0.609  -0.87
C  -2.446  -5.273  -0.594  -0.65
C  -2.281  -4.597  -1.794  -0.85
C  -2.100  -3.220  -1.802  -0.16
C  -1.731  -0.127  -2.260  1.11
C  -2.738  0.593  -2.905  -1.23
C  -2.605  0.932  -4.246  -0.72
C  -1.476  0.549  -4.956  -0.77
C  -0.462  -0.156  -4.316  -0.69
C  -0.583  -0.485  -2.976  -0.37
H  -5.279  1.488  2.476  0.60
H  -7.201  0.766  1.078  0.48
H  -6.790  -0.644  -0.918  0.49
H  -4.519  -1.265  -1.562  0.63
H  -2.300  -2.662  1.554  0.54
H  -2.596  -5.100  1.541  0.51
H  -2.595  -6.344  -0.593  0.48
H  -2.307  -5.138  -2.730  0.52
H  -1.988  -2.706  -2.747  0.49
H  -3.633  0.895  -2.380  0.53
H  -3.397  1.480  -4.739  0.51
H  -1.387  0.793  -6.007  0.47
H  0.416  -0.462  -4.870  0.51
H  0.211  -1.051  -2.506  0.12
N  -0.238  1.019  5.491  -0.22
C  0.165  0.337  4.451  0.47
O  0.154  0.860  3.300  -0.69
C  0.648  -1.068  4.701  -1.06
I  0.963  -2.064  2.864  0.38
H  -0.599  1.959  5.381  0.28
H  -0.211  0.635  6.427  0.27
H  -0.068  -1.629  5.299  0.62
H  1.608  -1.043  5.219  0.57
C  -0.082  3.016  -2.554  -0.98
S  0.571  2.973  -0.899  0.44
C  -0.543  4.120  -0.099  -1.02
O  0.192  1.535  -0.376  -0.14
H  0.161  4.012  -2.932  0.63
H  -1.155  2.848  -2.549  0.29
H  0.439  2.265  -3.142  0.32
H  -0.383  5.070  -0.615  0.60
H  -0.249  4.230  0.942  0.31
H  -1.577  3.800  -0.200  0.29